(1)
Density functional theory data (ωB97M-V/def2-TZVPD) for a cluster of 11 separate species, C41H40Cl10F6 in total.

Last columns: bonded neighbours and bond lengths (Å).
Element x y z (Å)
1 F -1.337 -2.595 -1.263  C2 1.320
2 C -2.221 -3.426 -0.742  F1 1.320, C3 1.347, C7 1.374
3 C -1.990 -4.753 -0.777  C2 1.347, C4 1.358, H8 1.077
4 C -2.937 -5.595 -0.289  C3 1.358, C5 1.408, H9 1.093
5 C -4.164 -5.118 0.209  C4 1.408, C6 1.410, H10 1.079
6 C -4.341 -3.720 0.180  C5 1.410, C7 1.407, H11 1.071
7 C -3.355 -2.819 -0.261  C2 1.374, C6 1.407, H12 1.099
8 H -1.029 -5.175 -1.022  C3 1.077
9 H -2.602 -6.635 -0.257  C4 1.093
10 H -4.867 -5.789 0.679  C5 1.079
11 H -5.255 -3.328 0.576  C6 1.071
12 H -3.513 -1.731 -0.242  C7 1.099
13 F 7.233 4.704 1.038  C14 1.371
14 C 6.576 3.674 1.660  F13 1.371, C15 1.347, C19 1.371
15 C 5.243 3.818 1.782  C14 1.347, C16 1.375, H20 1.095
16 C 4.542 2.898 2.525  C15 1.375, C17 1.402, H21 1.059
17 C 5.231 1.806 3.073  C16 1.402, C18 1.395, H22 1.095
18 C 6.598 1.629 2.858  C17 1.395, C19 1.413, H23 1.085
19 C 7.290 2.581 2.077  C14 1.371, C18 1.413, H24 1.071
20 H 4.743 4.688 1.342  C15 1.095
21 H 3.490 3.009 2.546  C16 1.059
22 H 4.763 1.055 3.718  C17 1.095
23 H 7.157 0.867 3.391  C18 1.085
24 H 8.340 2.555 1.865  C19 1.071
25 F 0.278 -1.776 -4.461  C26 1.345
26 C -0.663 -2.525 -5.063  F25 1.345, C27 1.388, C31 1.372
27 C -0.878 -2.341 -6.422  C26 1.388, C28 1.386, H32 1.067
28 C -1.979 -2.977 -6.975  C27 1.386, C29 1.410, H33 1.116
29 C -2.724 -3.902 -6.215  C28 1.410, C30 1.371, H34 1.134
30 C -2.419 -4.129 -4.898  C29 1.371, C31 1.441, H35 1.073
31 C -1.285 -3.476 -4.294  C26 1.372, C30 1.441, H36 1.066
32 H -0.169 -1.795 -7.002  C27 1.067
33 H -2.226 -2.952 -8.063  C28 1.116
34 H -3.616 -4.356 -6.748  C29 1.134
35 H -3.008 -4.774 -4.276  C30 1.073
36 H -0.932 -3.659 -3.304  C31 1.066
37 F -1.519 1.658 4.162  C38 1.351
38 C -0.996 2.882 4.390  F37 1.351, C39 1.379, C43 1.375
39 C -1.510 3.593 5.454  C38 1.379, C40 1.394, H44 1.060
40 C -0.983 4.838 5.790  C39 1.394, C41 1.393, H45 1.059
41 C 0.157 5.283 5.124  C40 1.393, C42 1.414, H46 1.092
42 C 0.657 4.529 4.037  C41 1.414, C43 1.373, H47 1.091
43 C 0.088 3.333 3.674  C38 1.375, C42 1.373, H48 1.080
44 H -2.435 3.222 5.815  C39 1.060
45 H -1.526 5.419 6.490  C40 1.059
46 H 0.673 6.225 5.321  C41 1.092
47 H 1.556 4.909 3.549  C42 1.091
48 H 0.514 2.742 2.877  C43 1.080
49 F -1.806 2.023 -2.199  C50 1.350
50 C -3.083 1.610 -2.055  F49 1.350, C51 1.356, C55 1.385
51 C -3.631 0.926 -3.090  C50 1.356, C52 1.400, H56 1.083
52 C -4.947 0.498 -2.877  C51 1.400, C53 1.414, H57 1.119
53 C -5.640 0.767 -1.675  C52 1.414, C54 1.397, H58 1.083
54 C -4.970 1.461 -0.665  C53 1.397, C55 1.358, H59 1.107
55 C -3.711 1.930 -0.863  C50 1.385, C54 1.358, H60 1.106
56 H -3.077 0.778 -4.009  C51 1.083
57 H -5.454 -0.011 -3.734  C52 1.119
58 H -6.630 0.377 -1.477  C53 1.083
59 H -5.456 1.653 0.311  C54 1.107
60 H -3.163 2.515 -0.101  C55 1.106
61 F 1.793 0.769 2.911  C62 1.359
62 C 1.412 0.439 1.649  F61 1.359, C63 1.368, C67 1.369
63 C 2.337 0.303 0.649  C62 1.368, C64 1.391, H68 1.089
64 C 1.845 -0.012 -0.613  C63 1.391, C65 1.410, H69 1.071
65 C 0.460 -0.214 -0.776  C64 1.410, C66 1.378, H70 1.080
66 C -0.427 -0.185 0.278  C65 1.378, C67 1.398, H71 1.100
67 C 0.066 0.232 1.517  C62 1.369, C66 1.398, H72 1.097
68 H 3.353 0.616 0.884  C63 1.089
69 H 2.495 -0.080 -1.462  C64 1.071
70 H 0.120 -0.419 -1.780  C65 1.080
71 H -1.505 -0.335 0.116  C66 1.100
72 H -0.612 0.502 2.337  C67 1.097
73 Cl 3.664 1.611 -3.237  C74 1.735
74 C 2.615 2.812 -3.920  Cl73 1.735, Cl75 1.750, H76 1.101, H77 1.093
75 Cl 0.971 2.211 -3.897  C74 1.750
76 H 2.648 3.704 -3.275  C74 1.101
77 H 2.899 2.936 -4.969  C74 1.093
78 Cl -4.704 -3.343 4.296  C79 1.770
79 C -3.178 -3.118 3.428  Cl78 1.770, Cl80 1.718, H81 1.089, H82 1.086
80 Cl -2.627 -1.496 3.292  C79 1.718
81 H -2.374 -3.669 3.914  C79 1.089
82 H -3.382 -3.525 2.443  C79 1.086
83 Cl 6.811 -2.008 1.185  C84 1.732
84 C 5.508 -1.021 0.613  Cl83 1.732, Cl85 1.780, H86 1.069, H87 1.075
85 Cl 5.225 -1.148 -1.139  C84 1.780
86 H 4.628 -1.373 1.108  C84 1.069
87 H 5.748 0.008 0.814  C84 1.075
88 Cl -0.652 3.513 0.570  C89 1.709
89 C 0.213 3.644 -0.897  Cl88 1.709, Cl90 1.863, H91 1.098, H92 1.092
90 Cl 1.655 4.794 -0.633  C89 1.863
91 H 0.656 2.674 -1.158  C89 1.098
92 H -0.351 4.156 -1.678  C89 1.092
93 Cl -0.209 -4.300 2.256  C94 1.763
94 C 1.081 -4.120 1.068  Cl93 1.763, Cl95 1.843, H96 1.074, H97 1.057
95 Cl 2.246 -2.818 1.652  C94 1.843
96 H 1.641 -5.031 1.177  C94 1.074
97 H 0.853 -3.810 0.083  C94 1.057

Results
Spin multiplicity: 1
Gap between HOMO and LUMO, Eh: 0.3497
LUMO level, eV: 0.49
E_HOMO, eV: -9.028
SMILES string: Fc1ccccc1.Fc1ccccc1.Fc1ccccc1.Fc1ccccc1.Fc1ccccc1.Fc1ccccc1.ClCCl.ClCCl.ClCCl.ClCCl.ClCCl
DFT total energy, a.u.: -6787.3696
Strongest force on any atom, eV/Å: 2.81

List of Löwdin charges in e, atom by atom: atom 1 (F): 0.06, atom 2 (C): -0.34, atom 3 (C): -0.08, atom 4 (C): -0.08, atom 5 (C): -0.06, atom 6 (C): -0.09, atom 7 (C): 0.00, atom 8 (H): 0.12, atom 9 (H): 0.12, atom 10 (H): 0.10, atom 11 (H): 0.10, atom 12 (H): 0.12, atom 13 (F): 0.04, atom 14 (C): -0.29, atom 15 (C): -0.03, atom 16 (C): -0.07, atom 17 (C): -0.10, atom 18 (C): -0.09, atom 19 (C): 0.00, atom 20 (H): 0.13, atom 21 (H): 0.08, atom 22 (H): 0.11, atom 23 (H): 0.11, atom 24 (H): 0.11, atom 25 (F): 0.05, atom 26 (C): -0.29, atom 27 (C): -0.02, atom 28 (C): -0.09, atom 29 (C): -0.12, atom 30 (C): -0.07, atom 31 (C): 0.01, atom 32 (H): 0.11, atom 33 (H): 0.12, atom 34 (H): 0.12, atom 35 (H): 0.09, atom 36 (H): 0.09, atom 37 (F): 0.04, atom 38 (C): -0.28, atom 39 (C): -0.02, atom 40 (C): -0.07, atom 41 (C): -0.08, atom 42 (C): -0.08, atom 43 (C): -0.08, atom 44 (H): 0.11, atom 45 (H): 0.09, atom 46 (H): 0.10, atom 47 (H): 0.11, atom 48 (H): 0.06, atom 49 (F): 0.01, atom 50 (C): -0.30, atom 51 (C): -0.01, atom 52 (C): -0.07, atom 53 (C): -0.09, atom 54 (C): -0.10, atom 55 (C): -0.04, atom 56 (H): 0.12, atom 57 (H): 0.12, atom 58 (H): 0.10, atom 59 (H): 0.12, atom 60 (H): 0.09, atom 61 (F): 0.04, atom 62 (C): -0.34, atom 63 (C): -0.06, atom 64 (C): -0.10, atom 65 (C): -0.10, atom 66 (C): -0.08, atom 67 (C): -0.05, atom 68 (H): 0.10, atom 69 (H): 0.03, atom 70 (H): 0.09, atom 71 (H): 0.10, atom 72 (H): 0.09, atom 73 (Cl): 0.55, atom 74 (C): -1.03, atom 75 (Cl): 0.56, atom 76 (H): 0.01, atom 77 (H): 0.03, atom 78 (Cl): 0.52, atom 79 (C): -1.11, atom 80 (Cl): 0.59, atom 81 (H): 0.00, atom 82 (H): -0.03, atom 83 (Cl): 0.55, atom 84 (C): -1.06, atom 85 (Cl): 0.53, atom 86 (H): -0.04, atom 87 (H): 0.00, atom 88 (Cl): 0.66, atom 89 (C): -0.99, atom 90 (Cl): 0.44, atom 91 (H): -0.02, atom 92 (H): 0.02, atom 93 (Cl): 0.58, atom 94 (C): -0.90, atom 95 (Cl): 0.55, atom 96 (H): 0.01, atom 97 (H): 0.00


(2)
Density functional theory data (ωB97M-V/def2-TZVPD) for the ion C5H10 with charge +1.

Last columns: bonded neighbours and bond lengths (Å).
Element x y z (Å)
1 C 1.072 1.561 -1.153  C2 1.538, H6 1.094, H7 1.091, H8 1.083
2 C 0.900 0.703 0.111  C1 1.538, C3 1.565, H9 1.087, H10 1.075
3 C -0.552 0.128 0.223  C2 1.565, C4 1.436, H11 1.088, H12 1.110
4 C -0.576 -1.122 0.930  C3 1.436, C5 1.391, H13 1.086
5 C -1.324 -2.235 0.559  C4 1.391, H14 1.086, H15 1.083
6 H 0.148 1.593 -1.736  C1 1.094
7 H 1.222 2.614 -0.908  C1 1.091
8 H 1.865 1.219 -1.808  C1 1.083
9 H 1.603 -0.125 0.054  C2 1.087
10 H 1.144 1.276 0.987  C2 1.075
11 H -1.082 0.090 -0.727  C3 1.088
12 H -1.096 0.827 0.893  C3 1.110
13 H 0.054 -1.151 1.815  C4 1.086
14 H -1.964 -2.196 -0.317  C5 1.086
15 H -1.412 -3.183 1.076  C5 1.083

Results
Spin multiplicity: 2
Gap between HOMO and LUMO (spin up / spin down), Eh: 0.4086 / 0.2611
LUMO level (spin up / spin down), eV: -5.04 / -9.04
Net charge: +1
E_HOMO (spin up / spin down), eV: -16.161 / -16.145
⟨S²⟩: 0.75
Relative energy (zero: lowest compared OMol25 entry of this formula, charge and spin), kcal per mole: 15.86
DFT total energy, a.u.: -196.1292
Strongest force on any atom, eV/Å: 1.31

List of natural (NBO) charges in e, atom by atom: atom 1 (C): -0.61, atom 2 (C): -0.37, atom 3 (C): -0.51, atom 4 (C): 0.12, atom 5 (C): -0.04, atom 6 (H): 0.21, atom 7 (H): 0.24, atom 8 (H): 0.24, atom 9 (H): 0.22, atom 10 (H): 0.23, atom 11 (H): 0.25, atom 12 (H): 0.33, atom 13 (H): 0.24, atom 14 (H): 0.22, atom 15 (H): 0.23